# 1
{
  "formula": "C7H8N3O7",
  "method": "ωB97M-V with the def2-TZVPD basis set",
  "lumo_ev": 1.71,
  "total_charge": -1,
  "largest_force_ev_per_a": 3.804,
  "symbols": ["N", "O", "O", "O", "C", "N", "O", "O", "H", "H", "H", "C", "C", "C", "C", "C", "C", "N", "O", "O", "H", "H", "H", "H", "H"],
  "xyz": [[1.539, 0.096, -2.801], [1.972, -0.929, -3.261], [2.328, 0.987, -2.528], [0.336, 0.228, -2.662], [1.524, 4.907, -3.790], [0.126, 4.766, -3.347], [-0.598, 3.929, -3.800], [-0.224, 5.620, -2.565], [1.761, 3.997, -4.341], [2.198, 5.191, -2.982], [1.356, 5.727, -4.487], [0.740, -2.610, 3.663], [-0.521, -2.763, 4.240], [-1.696, -2.607, 3.528], [-1.590, -2.458, 2.095], [-0.354, -2.350, 1.459], [0.732, -2.396, 2.259], [-2.892, -2.264, 1.359], [-3.915, -2.402, 1.940], [-2.855, -1.796, 0.236], [1.627, -2.860, 4.225], [-0.529, -2.945, 5.305], [-2.575, -2.608, 4.155], [-0.124, -2.212, 0.413], [1.637, -2.248, 1.689]]
}



# 2
{
  "formula": "C5H11Cl3NO",
  "method": "ωB97M-V with the def2-TZVPD basis set",
  "smiles": "C[N+](C)(C)[C@@H](Cl)C(O)(Cl)Cl",
  "lumo_ev": -4.41,
  "total_charge": 1,
  "largest_force_ev_per_a": 6.429,
  "relative_energy_kj_mol": 115.9,
  "symbols": ["C", "C", "C", "C", "C", "N", "O", "Cl", "Cl", "Cl", "H", "H", "H", "H", "H", "H", "H", "H", "H", "H", "H"],
  "xyz": [[-0.310, -0.036, -1.027], [-0.524, 1.013, 1.068], [-0.784, -1.495, 0.953], [1.584, -0.524, 0.616], [2.428, 0.272, -0.311], [0.075, -0.261, 0.388], [2.723, -0.080, -1.545], [2.164, 2.304, -0.605], [4.167, 0.607, 0.534], [1.951, -2.195, 0.145], [0.096, -0.683, -1.822], [-1.384, -0.082, -1.142], [-0.041, 1.068, -1.229], [-0.725, 0.905, 2.138], [0.242, 1.776, 1.014], [-1.305, 1.359, 0.460], [-0.256, -1.803, 1.793], [-1.733, -1.150, 1.354], [-0.863, -2.246, 0.148], [1.675, -0.420, 1.640], [3.120, 0.720, -1.844]]
}



# 3
{
  "formula": "C5H6N2O",
  "method": "ωB97M-V with the def2-TZVPD basis set",
  "lumo_ev": 0.11,
  "largest_force_ev_per_a": 9.979,
  "relative_energy_kj_mol": 422.0,
  "symbols": ["C", "C", "C", "C", "C", "H", "H", "H", "H", "H", "H", "N", "N", "O"],
  "xyz": [[1.143, -0.372, -0.116], [0.244, 1.669, 0.075], [-0.780, 0.824, -0.221], [-2.047, 0.219, 0.289], [-1.341, -1.175, -0.026], [2.128, 1.635, -0.715], [0.314, 2.747, 0.225], [-2.252, 0.554, 1.344], [-2.897, 0.126, -0.385], [-1.921, -1.547, -0.916], [-1.243, -1.917, 0.799], [1.338, 0.970, 0.136], [-0.104, -0.525, -0.512], [1.739, -1.463, 0.284]]
}



# 4
{
  "formula": "C7H13N2",
  "method": "ωB97M-V with the def2-TZVPD basis set",
  "smiles": "C[C@H]1C=NC=[NH+]C1(C)C",
  "lumo_ev": -5.24,
  "total_charge": 1,
  "largest_force_ev_per_a": 3.636,
  "relative_energy_kj_mol": 234.1,
  "symbols": ["C", "C", "C", "C", "C", "C", "C", "N", "N", "H", "H", "H", "H", "H", "H", "H", "H", "H", "H", "H", "H", "H"],
  "xyz": [[-1.600, 0.488, 1.047], [-1.545, -0.857, -0.799], [-0.217, 0.993, 0.661], [0.628, -0.357, 0.081], [-0.537, 1.855, -0.548], [1.891, -0.084, -0.665], [0.733, -1.386, 1.196], [-2.162, -0.456, 0.342], [-0.267, -0.992, -0.849], [-2.142, 0.897, 1.971], [-2.219, -1.193, -1.550], [0.291, 1.379, 1.515], [0.277, 1.999, -1.226], [-0.772, 2.913, -0.245], [-1.381, 1.445, -1.069], [2.627, -0.902, -0.639], [2.420, 0.876, -0.366], [1.735, 0.104, -1.795], [-0.211, -1.369, 1.678], [1.454, -1.264, 2.053], [0.826, -2.351, 0.665], [0.171, -1.736, -1.460]]
}



# 5
{
  "formula": "C17H25BF2NO2",
  "method": "ωB97M-V with the def2-TZVPD basis set",
  "lumo_ev": 2.52,
  "total_charge": -1,
  "largest_force_ev_per_a": 0.300,
  "relative_energy_kj_mol": 0.0,
  "symbols": ["B", "O", "C", "C", "N", "C", "C", "C", "O", "H", "H", "H", "H", "H", "H", "H", "H", "H", "H", "H", "H", "H", "H", "H", "F", "C", "C", "C", "C", "C", "C", "H", "H", "H", "H", "H", "F", "C", "C", "C", "C", "C", "C", "H", "H", "H", "H", "H"],
  "xyz": [[-2.190, 0.273, 4.152], [-2.894, -0.756, 3.300], [-2.777, -0.643, 1.929], [-1.702, -1.621, 1.468], [-1.556, -1.739, 0.003], [-0.165, -1.749, -0.426], [0.506, -0.380, -0.308], [-0.331, 0.741, -0.889], [1.753, -0.403, -1.025], [-1.290, 0.825, 3.481], [-2.979, 1.143, 4.562], [-1.666, -0.292, 5.128], [-2.480, 0.373, 1.628], [-3.727, -0.875, 1.420], [-0.761, -1.285, 1.909], [-1.949, -2.590, 1.916], [-1.965, -2.617, -0.283], [-0.111, -2.040, -1.480], [0.438, -2.474, 0.153], [0.722, -0.170, 0.746], [-1.071, 1.084, -0.169], [0.328, 1.573, -1.143], [-0.848, 0.414, -1.792], [2.274, -1.139, -0.683], [1.165, -3.711, 3.352], [2.102, -2.743, 3.328], [3.321, -3.027, 2.743], [4.286, -2.030, 2.712], [4.022, -0.782, 3.258], [2.785, -0.529, 3.838], [1.807, -1.512, 3.878], [3.498, -4.008, 2.321], [5.246, -2.231, 2.253], [4.776, -0.006, 3.227], [2.567, 0.443, 4.258], [0.829, -1.324, 4.307], [-1.967, 2.441, -2.818], [-1.482, 2.716, -4.039], [-0.144, 3.035, -4.166], [0.349, 3.313, -5.432], [-0.486, 3.273, -6.540], [-1.826, 2.948, -6.381], [-2.337, 2.663, -5.123], [0.485, 3.054, -3.287], [1.396, 3.559, -5.550], [-0.093, 3.491, -7.524], [-2.482, 2.914, -7.241], [-3.376, 2.401, -4.971]]
}